No. 1
11
Properties=species:S:1:pos:R:3:mulliken_spin:R:1 method="wB97M-V/def2-TZVPD" charge=-1 multiplicity=2 energy_ev=-5721.99520 s_squared=0.755 de_lowest_kcal_mol=33.01 lumo_ev="4.3 / 4.3"
C 0.510 -0.881 1.007 0.23
C -1.575 -0.191 -0.017 0.66
N -0.230 -0.378 -0.132 0.22
H 0.573 -0.254 1.908 -0.06
H 0.147 -1.901 1.268 0.02
H 1.512 -1.067 0.600 -0.08
H -1.813 0.857 0.157 0.00
H -2.315 -0.955 0.249 0.01
H 1.501 2.139 -2.051 0.00
H 0.691 0.906 -1.651 0.00
O 0.998 1.724 -1.339 0.00

=====

No. 2
11
Properties=species:S:1:pos:R:3:lowdin_charge:R:1 method="wB97M-V/def2-TZVPD" charge=0 smiles="C=CN.O" energy_ev=-5723.19170 de_lowest_kcal_mol=47.27 lumo_ev=1.1
C -3.234 0.790 0.115 -0.05
C -1.909 0.906 -0.195 -0.29
N -1.461 1.236 -1.510 0.02
H -3.944 1.145 0.897 0.06
H -3.719 0.883 -0.839 0.02
H -0.926 1.006 0.507 0.14
H -2.091 1.242 -2.236 0.04
H -0.594 0.805 -1.761 0.07
O 5.661 -2.619 1.813 -0.07
H 5.919 -2.136 1.029 0.03
H 6.298 -3.259 2.178 0.04

=====

No. 3
11
Properties=species:S:1:pos:R:3:lowdin_charge:R:1 method="wB97M-V/def2-TZVPD" charge=0 energy_ev=-5720.93146 de_lowest_kcal_mol=99.39 lumo_ev=-0.2
C -0.838 -0.231 0.724 -0.07
C -1.053 0.531 -0.670 -0.36
N 0.153 0.979 -0.344 0.07
H -0.790 0.396 1.599 0.09
H -0.072 -0.992 0.723 0.08
H -1.783 -0.760 0.796 0.10
H -1.145 -0.195 -1.491 0.11
H -1.904 1.212 -0.613 0.10
H 3.259 -0.227 -0.334 0.02
H 1.731 -0.025 -0.261 -0.04
O 2.441 -0.686 -0.130 -0.11

=====

No. 4
11
Properties=species:S:1:pos:R:3:lowdin_charge:R:1 method="wB97M-V/def2-TZVPD" charge=0 smiles=CNCO energy_ev=-5724.10644 de_lowest_kcal_mol=26.18 lumo_ev=1.0
C 1.542 -0.225 0.273 -0.16
N 0.404 -0.667 -0.498 -0.10
C -0.848 -0.220 0.132 -0.34
O -1.132 1.148 -0.019 -0.04
H 1.438 -0.421 1.356 0.07
H 2.436 -0.867 0.275 0.08
H 1.731 0.839 0.159 0.08
H 0.274 -1.665 -0.334 0.10
H -0.916 -0.387 1.222 0.12
H -1.617 -0.868 -0.323 0.12
H -1.434 1.290 -0.918 0.08

=====

No. 5
11
Properties=species:S:1:pos:R:3:lowdin_charge:R:1 method="wB97M-V/def2-TZVPD" charge=0 smiles="C=O.CN" energy_ev=-5723.54359 de_lowest_kcal_mol=39.16 lumo_ev=0.9
C -2.789 1.468 0.833 -0.17
O -2.352 0.494 1.356 0.01
H -2.562 1.907 -0.159 0.08
H -3.587 2.097 1.320 0.08
C 2.873 -0.943 -1.366 -0.18
N 1.757 -0.930 -0.381 -0.10
H 3.374 -0.004 -1.130 0.07
H 3.539 -1.778 -1.166 0.06
H 2.459 -0.928 -2.371 0.06
H 0.981 -1.562 -0.602 0.05
H 1.198 -0.089 -0.537 0.05

=====

No. 6
11
Properties=species:S:1:pos:R:3:lowdin_charge:R:1 method="wB97M-V/def2-TZVPD" charge=0 energy_ev=-5718.01706 de_lowest_kcal_mol=166.60 lumo_ev=-2.1
O -0.932 0.032 2.945 -0.62
H -1.223 0.966 3.225 -0.12
C 0.094 0.465 -0.603 -0.12
C 0.937 0.403 -1.809 0.06
N -0.135 -0.721 0.144 0.16
H -0.551 1.394 -0.421 0.14
H 2.050 0.281 -1.614 0.08
H 0.594 0.315 -2.763 0.01
H -0.449 -0.614 1.087 0.04
H -0.989 -1.182 -0.401 0.24
H 0.604 -1.340 0.210 0.13

=====

No. 7
11
Properties=species:S:1:pos:R:3:lowdin_charge:R:1 method="wB97M-V/def2-TZVPD" charge=0 smiles="NC=O.C" energy_ev=-5724.97756 de_lowest_kcal_mol=6.09 lumo_ev=1.0
N -1.549 5.696 -0.102 0.08
C -1.029 5.523 1.188 -0.41
O 0.044 5.028 1.399 0.03
H -2.103 6.543 -0.189 0.08
H -0.777 5.710 -0.770 0.10
H -1.858 5.545 1.924 0.12
C 1.440 -6.826 -0.661 -0.05
H 2.404 -6.767 -0.163 0.01
H 1.577 -7.314 -1.625 0.01
H 0.677 -7.335 -0.084 0.01
H 1.174 -5.803 -0.917 0.01

=====

No. 8
12
Properties=species:S:1:pos:R:3:lowdin_charge:R:1 method="wB97M-V/def2-TZVPD" charge=0 smiles="NC=O.CO" energy_ev=-7771.19218 de_lowest_kcal_mol=53.81 lumo_ev=0.5
N -1.481 0.014 1.002 0.07
C -1.402 0.328 -0.313 -0.44
O -2.083 1.210 -0.867 -0.06
H -2.275 0.524 1.535 0.15
H -0.850 -0.644 1.559 0.12
H -0.680 -0.298 -1.082 0.16
C 2.699 -0.313 -0.340 -0.14
O 1.543 -0.974 0.293 -0.18
H 2.814 -0.782 -1.428 0.11
H 2.483 0.675 -0.538 0.02
H 3.769 -0.423 0.205 0.12
H 1.644 -1.127 1.252 0.07